# 1
16
Properties=species:S:1:pos:R:3:forces:R:3:mulliken_charge:R:1 method="wB97M-V/def2-TZVPD" de_lowest_kcal_mol=116.9 total_energy_ha=-475.06276 gap_ha=0.3638 spin_multiplicity=1 smiles="O=C(O)[C@H]1NC[C@H]2O[C@@H]12"
O 2.2242 1.3074 0.1807 3.48 -0.42 0.27 -0.52
C 1.0905 1.5605 0.0799 -1.33 -2.81 -0.96 0.24
O 0.5591 2.6686 0.4231 -4.38 1.10 -0.37 -0.41
C 0.0390 0.5970 -0.4400 2.69 -1.56 3.22 -0.04
N 0.6860 -0.6459 -0.9031 -2.60 -2.17 14.33 -0.44
C -0.2031 -1.7943 -0.4882 1.92 -0.62 -4.49 -0.47
C -0.9405 -1.2440 0.5899 -4.96 -2.87 4.21 0.02
O -0.2426 -0.5829 1.6201 1.84 -1.27 1.39 -0.44
C -0.8819 0.1998 0.7036 0.90 -0.59 -2.88 -0.51
H 1.2022 3.2195 0.7403 2.79 2.51 1.44 0.30
H -0.3278 1.0313 -1.2591 -2.61 2.07 -2.87 0.67
H 0.7798 -0.4850 -1.7158 1.86 1.31 -14.11 0.17
H 0.5113 -2.6980 -0.3758 -1.73 1.23 0.23 0.28
H -1.0416 -1.9812 -1.2958 1.66 -0.19 1.17 0.22
H -1.9058 -1.9799 0.9964 2.72 2.48 -1.15 0.21
H -1.5488 0.8270 1.1438 -2.27 1.80 0.56 0.71

# 2
77
Properties=species:S:1:pos:R:3:forces:R:3:mulliken_charge:R:1 method="wB97M-V/def2-TZVPD" total_energy_ha=-2749.76028 gap_ha=0.2638 spin_multiplicity=1 smiles="O=C1c2ccccc2C(=O)c2ccccc21.O=C1c2ccccc2C(=O)c2ccccc21.CP(O)c1cccc2c1Sc1ccccc1N2"
O 1.4207 4.5821 0.1658 0.00 0.00 0.00 -0.66
C 2.3561 4.1048 0.7732 -0.04 0.02 -0.04 0.50
C 3.4552 4.9639 1.2983 0.00 -0.04 0.03 0.07
C 3.3830 6.3389 1.1120 0.03 0.09 0.02 -0.51
C 4.3819 7.1567 1.6116 0.01 -0.02 0.00 -0.49
C 5.4574 6.6053 2.2996 -0.02 -0.01 -0.01 -0.48
C 5.5393 5.2351 2.4798 0.04 0.08 0.01 -0.53
C 4.5412 4.4090 1.9784 -0.04 -0.02 -0.03 0.13
C 4.6594 2.9344 2.1715 0.04 -0.03 0.02 0.57
O 5.6268 2.4503 2.7189 -0.01 0.00 0.00 -0.66
C 3.5472 2.0782 1.6694 -0.01 0.04 -0.01 0.45
C 3.6115 0.7031 1.8609 -0.04 -0.08 -0.02 -0.79
C 2.5784 -0.1056 1.4173 0.02 -0.02 0.00 -0.52
C 1.4750 0.4538 0.7815 -0.01 -0.01 -0.02 -0.45
C 1.4120 1.8220 0.5807 -0.05 -0.12 -0.01 -0.22
C 2.4460 2.6380 1.0195 0.04 0.04 0.01 -0.04
H 2.5394 6.7540 0.5781 -0.03 -0.05 0.00 0.48
H 4.3233 8.2275 1.4677 0.00 0.00 0.00 0.40
H 6.2334 7.2475 2.6949 0.00 0.00 0.00 0.40
H 6.3725 4.7926 3.0080 -0.02 -0.05 -0.01 0.47
H 4.4733 0.2806 2.3589 0.02 0.05 0.02 0.49
H 2.6282 -1.1767 1.5648 -0.01 -0.01 0.00 0.47
H 0.6688 -0.1839 0.4407 0.01 -0.02 -0.01 0.54
H 0.5632 2.2722 0.0868 0.03 0.06 -0.01 0.40
O 1.1709 -3.2063 -0.9517 0.01 0.00 0.02 -0.70
C 1.9578 -3.9246 -1.5329 -0.03 0.04 0.03 0.54
C 3.1794 -3.3656 -2.1783 -0.03 -0.05 0.02 0.13
C 3.4133 -2.0000 -2.0944 0.07 0.17 0.02 -0.51
C 4.5578 -1.4573 -2.6530 0.01 -0.05 -0.02 -0.64
C 5.4717 -2.2795 -3.3038 -0.02 -0.01 0.01 -0.44
C 5.2362 -3.6407 -3.4035 0.05 0.08 -0.02 -0.68
C 4.0891 -4.1891 -2.8433 -0.04 -0.01 0.02 0.46
C 3.8475 -5.6546 -2.9709 0.03 -0.03 -0.04 0.56
O 4.6117 -6.3650 -3.5878 0.00 0.00 0.01 -0.67
C 2.6335 -6.2173 -2.3111 0.01 0.05 0.02 0.21
C 2.4003 -7.5847 -2.3866 -0.05 -0.08 0.02 -0.58
C 1.2910 -8.1317 -1.7646 0.00 0.02 0.00 -0.47
C 0.4095 -7.3160 -1.0633 0.02 0.00 -0.01 -0.49
C 0.6329 -5.9518 -0.9903 -0.06 -0.07 0.01 -0.54
C 1.7429 -5.3969 -1.6153 0.04 0.00 -0.03 0.13
H 2.6967 -1.3705 -1.5844 -0.03 -0.05 0.02 0.60
H 4.7403 -0.3931 -2.5807 0.00 0.00 0.00 0.44
H 6.3689 -1.8557 -3.7353 0.00 0.00 -0.01 0.39
H 5.9355 -4.2899 -3.9120 -0.03 -0.05 0.00 0.48
H 3.0951 -8.2075 -2.9328 0.04 0.04 -0.01 0.48
H 1.1116 -9.1971 -1.8237 0.00 0.00 0.00 0.40
H -0.4539 -7.7471 -0.5740 0.00 0.00 0.00 0.40
H -0.0467 -5.3054 -0.4524 0.03 0.05 -0.02 0.49
C -6.6541 -1.5869 3.8918 -0.01 -0.27 0.04 -1.28
P -5.2878 -0.5479 3.2457 -0.05 -0.02 0.04 0.24
O -5.2904 0.6633 4.3917 -0.14 -0.03 0.07 -0.53
C -6.2141 0.3065 1.9147 0.23 0.08 -0.34 0.52
C -7.4834 0.8505 2.1051 0.13 -0.03 0.12 -0.05
C -8.1514 1.4933 1.0812 -0.11 0.07 -0.12 -0.88
C -7.5660 1.5860 -0.1775 -0.10 0.02 0.07 -0.26
C -6.3137 1.0492 -0.3976 0.01 -0.02 -0.03 -0.26
C -5.6220 0.4375 0.6519 -0.07 -0.06 0.10 0.06
S -3.9795 -0.1476 0.2975 0.03 0.05 0.06 -0.22
C -3.4839 1.1994 -0.7432 0.08 -0.10 0.12 0.51
C -2.2022 1.7305 -0.6642 -0.03 -0.05 0.02 -0.34
C -1.8550 2.7930 -1.4847 0.17 0.02 0.07 -0.24
C -2.7846 3.3267 -2.3618 -0.22 0.11 -0.19 -0.76
C -4.0654 2.7943 -2.4373 0.00 0.01 -0.03 -0.38
C -4.4116 1.7182 -1.6370 -0.05 0.06 -0.07 -0.10
N -5.7252 1.1323 -1.7083 0.13 -0.02 0.04 -0.48
H -6.7616 -2.4486 3.2275 -0.02 0.02 0.06 0.29
H -7.6174 -1.0841 3.9666 0.03 0.07 0.00 0.37
H -6.3802 -1.9655 4.8812 0.04 -0.05 -0.08 0.41
H -5.5163 0.2956 5.2536 0.06 0.15 0.02 0.29
H -7.9302 0.7873 3.0898 -0.06 0.06 -0.05 0.39
H -9.1326 1.9199 1.2542 0.05 -0.02 -0.01 0.37
H -8.0684 2.0681 -1.0073 -0.01 -0.01 0.05 0.43
H -1.4953 1.3198 0.0483 -0.06 0.03 -0.02 0.36
H -0.8644 3.2292 -1.4217 -0.03 -0.03 0.01 0.34
H -2.5261 4.1703 -2.9914 0.05 -0.06 0.06 0.38
H -4.8062 3.1971 -3.1184 0.04 -0.02 0.04 0.44
H -5.5967 0.1760 -2.0424 -0.11 0.05 -0.06 0.36

# 3
18
Properties=species:S:1:pos:R:3:forces:R:3:mulliken_charge:R:1 method="wB97M-V/def2-TZVPD" de_lowest_kcal_mol=44.6 total_energy_ha=-630.01219 gap_ha=0.3284 spin_multiplicity=1 total_charge=+1
C -2.2392 0.2047 0.2261 2.92 0.20 -0.47 -0.21
C -1.3815 0.0614 -0.9758 -0.45 -0.08 -0.48 -0.42
C 0.3341 -0.8367 0.6036 0.97 -0.58 0.10 -0.77
C 1.6049 -1.0707 -0.2187 -0.32 -0.56 0.08 -0.34
N -0.3711 0.3029 0.0513 -3.15 0.13 0.46 0.21
O 2.3177 0.1384 -0.1894 0.43 -0.08 0.15 -0.45
P 0.5048 1.8703 0.0571 -0.17 0.85 -0.30 -0.02
H -2.6406 1.1630 0.5000 0.07 0.23 0.06 0.26
H -2.4983 -0.6559 0.8141 0.03 -0.22 0.13 0.26
H -1.3378 -0.9195 -1.4425 0.10 0.05 0.06 0.29
H -1.4441 0.8549 -1.7176 0.03 -0.05 0.07 0.30
H 0.6191 -0.6111 1.6356 -0.14 -0.02 -0.11 0.34
H -0.2869 -1.7313 0.5945 -0.08 0.06 -0.04 0.39
H 2.1731 -1.8844 0.2423 -0.08 -0.03 -0.07 0.36
H 1.3459 -1.3526 -1.2483 0.02 -0.03 0.10 0.32
H 3.1563 0.0593 -0.6570 0.00 0.03 -0.02 0.30
H 0.8041 1.7853 1.4220 0.14 0.03 0.18 0.10
H -0.6605 2.6219 0.3024 -0.33 0.08 0.10 0.07

What did the first record say?
16
Properties=species:S:1:pos:R:3:forces:R:3:mulliken_charge:R:1 method="wB97M-V/def2-TZVPD" de_lowest_kcal_mol=116.9 total_energy_ha=-475.06276 gap_ha=0.3638 spin_multiplicity=1 smiles="O=C(O)[C@H]1NC[C@H]2O[C@@H]12"
O 2.2242 1.3074 0.1807 3.48 -0.42 0.27 -0.52
C 1.0905 1.5605 0.0799 -1.33 -2.81 -0.96 0.24
O 0.5591 2.6686 0.4231 -4.38 1.10 -0.37 -0.41
C 0.0390 0.5970 -0.4400 2.69 -1.56 3.22 -0.04
N 0.6860 -0.6459 -0.9031 -2.60 -2.17 14.33 -0.44
C -0.2031 -1.7943 -0.4882 1.92 -0.62 -4.49 -0.47
C -0.9405 -1.2440 0.5899 -4.96 -2.87 4.21 0.02
O -0.2426 -0.5829 1.6201 1.84 -1.27 1.39 -0.44
C -0.8819 0.1998 0.7036 0.90 -0.59 -2.88 -0.51
H 1.2022 3.2195 0.7403 2.79 2.51 1.44 0.30
H -0.3278 1.0313 -1.2591 -2.61 2.07 -2.87 0.67
H 0.7798 -0.4850 -1.7158 1.86 1.31 -14.11 0.17
H 0.5113 -2.6980 -0.3758 -1.73 1.23 0.23 0.28
H -1.0416 -1.9812 -1.2958 1.66 -0.19 1.17 0.22
H -1.9058 -1.9799 0.9964 2.72 2.48 -1.15 0.21
H -1.5488 0.8270 1.1438 -2.27 1.80 0.56 0.71